1.
A 2-piece molecular cluster, C4H10OS2 overall at a distorted geometry, computed with ωB97M-V/def2-TZVPD.

Values from the calculation:
relative energy (zero: lowest compared OMol25 entry of this formula, charge and spin) = 74.9 kJ/mol
structure (SMILES) = C1CSCSC1.O
LUMO energy = 0.668 eV

```
! wB97M-V def2-TZVPD RIJCOSX def2/J DEFGRID3
* xyz 0 1
S 0.180 2.672 -0.107
S -0.683 0.106 1.428
O -2.063 -3.404 0.423
C 1.612 0.288 0.082
C 1.179 1.384 -0.884
C -1.092 1.460 0.331
C 0.390 -0.702 0.311
H 2.029 2.020 -1.199
H 0.798 -1.660 0.688
H 2.426 -0.296 -0.389
H 1.980 0.649 1.062
H -1.902 2.020 0.836
H -1.500 -3.179 -0.351
H -0.148 -0.914 -0.633
H -1.512 1.021 -0.594
H -2.334 -2.534 0.794
H 0.639 1.068 -1.797
*
```

***

2.
A 2-piece molecular cluster, C3H8NOS overall at a distorted geometry, computed with ωB97M-V/def2-TZVPD.

Values from the calculation:
relative energy (zero: lowest compared OMol25 entry of this formula, charge and spin) = 396.5 kJ/mol
LUMO energy (alpha / beta) = -5.775 / -7.998 eV

```
! wB97M-V def2-TZVPD RIJCOSX def2/J DEFGRID3
* xyz 1 3
S 3.251 -0.297 0.341
O 1.713 0.105 -0.442
N -1.828 -0.244 0.623
C 1.015 1.334 -0.428
C -0.845 -0.452 -0.448
C 0.367 0.129 0.178
H 0.373 0.146 1.351
H -0.956 0.054 -1.448
H -0.848 -1.490 -0.590
H 3.877 -0.607 -1.539
H 0.765 1.750 -1.392
H 1.258 2.220 0.148
H -2.561 -0.932 0.534
H -2.024 0.795 0.495
*
```

***

3.
C29H39HgN3O2SiTa as an isolated structure at a distorted geometry, computed with ωB97M-V/def2-TZVPD.

Values from the calculation:
relative energy (zero: lowest compared OMol25 entry of this formula, charge and spin) = 327.5 kJ/mol
LUMO energy (alpha / beta) = -8.927 / -10.127 eV

```
! wB97M-V def2-TZVPD RIJCOSX def2/J DEFGRID3
* xyz 2 2
Hg -0.118 4.441 2.186
Ta 0.283 1.641 -0.177
Si -0.440 -1.844 0.221
O 0.622 2.056 5.103
O -0.131 -0.247 -0.198
N -1.115 2.728 -1.179
N 0.237 2.339 1.495
N 2.201 2.035 -0.645
C -3.183 -1.962 -0.482
C 0.995 -2.091 4.113
C -2.985 1.449 -1.899
C 2.233 -3.701 2.835
C -0.676 -3.863 -1.833
C -2.558 2.668 -1.084
C 1.937 -3.433 -2.751
C 4.686 2.265 -0.596
C 2.434 2.348 -2.051
C 0.146 -2.923 -1.188
C -3.226 3.917 -1.659
C 1.454 -2.705 -1.656
C 3.399 2.076 0.208
C -0.186 -4.571 -2.940
C -4.114 -2.946 1.953
C 3.467 0.768 0.981
C 1.120 -4.364 -3.397
C 1.510 -3.355 1.684
C 0.582 1.110 4.459
C -3.046 2.502 0.355
C 0.292 -1.704 2.970
C -2.256 -2.198 0.554
C -2.739 -2.733 1.767
C 0.541 -2.335 1.738
C -5.031 -2.670 0.937
C -0.598 3.376 -2.391
C 3.359 3.239 1.189
C 1.976 -3.083 4.050
C -4.552 -2.186 -0.280
H 0.773 -1.617 5.073
H 4.690 3.215 -1.131
H -2.704 4.814 -1.333
H -1.695 -4.030 -1.477
H -0.840 -5.289 -3.446
H -4.473 -3.328 2.913
H -2.669 1.535 -2.938
H 2.662 3.423 -2.141
H 2.677 0.693 1.733
H -2.583 0.515 -1.495
H -4.124 2.276 0.297
H 3.278 1.788 -2.493
H 1.561 2.138 -2.680
H -3.272 3.900 -2.753
H 2.515 3.180 1.880
H 1.698 -3.878 0.750
H -2.557 1.700 0.920
H 1.500 -4.924 -4.253
H 4.858 1.447 -1.294
H 3.008 -4.473 2.761
H -2.041 -2.997 2.563
H 4.441 0.696 1.493
H 2.960 -3.255 -3.096
H -0.437 2.708 -3.258
H -1.350 4.102 -2.718
H 2.540 -3.361 4.948
H 2.099 -1.964 -1.176
H 5.534 2.280 0.103
H 3.381 -0.086 0.304
H -4.081 1.345 -1.907
H -4.261 3.977 -1.291
H -6.098 -2.831 1.093
H -0.463 -0.917 3.039
H -5.253 -1.971 -1.091
H -2.904 3.445 0.902
H 3.322 4.195 0.664
H 0.333 3.914 -2.173
H 4.291 3.215 1.780
H -2.836 -1.629 -1.462
*
```

***

4.
C32H30BaN6O4S2 as an isolated structure, computed with ωB97M-V/def2-TZVPD.

Values from the calculation:
relative energy (zero: lowest compared OMol25 entry of this formula, charge and spin) = 14.9 kJ/mol
LUMO energy = -5.412 eV

```
! wB97M-V def2-TZVPD RIJCOSX def2/J DEFGRID3
* xyz 2 1
Ba -0.786 2.826 0.665
S 1.076 0.636 1.825
S 1.355 1.670 -1.383
O -0.028 4.582 2.776
O 1.036 4.667 0.810
O -6.796 -2.015 -0.999
O -7.200 -2.515 1.061
N 1.434 6.235 4.012
N -6.626 -1.895 0.197
N -3.180 2.203 1.948
N 2.266 -1.434 0.689
N 3.560 0.234 -1.114
N -2.488 0.776 -0.291
C -0.207 -5.081 -0.217
C -4.484 -0.576 -0.117
C 1.677 -2.374 1.664
C -4.072 -1.305 -1.252
C -4.000 1.208 1.530
C 0.565 -3.154 1.009
C -6.003 -0.184 1.758
C -5.168 0.877 2.228
C 4.192 0.873 -2.284
C -1.481 -4.534 -0.279
C -5.678 -0.851 0.640
C 3.053 -1.403 -5.094
C -2.134 0.075 -1.351
C -4.651 2.607 3.801
C 4.218 -0.063 -3.467
C -5.487 1.605 3.387
C 5.430 -0.483 -4.000
C 5.456 -1.356 -5.081
C 3.200 -1.996 -0.293
C -3.645 0.457 0.338
C -3.505 2.866 3.043
C 1.863 6.007 2.593
C 3.026 -0.526 -4.021
C 2.379 0.576 -0.636
C 1.934 -0.161 0.622
C 4.268 -1.818 -5.625
C -1.735 -3.302 0.308
C -2.893 -0.980 -1.865
C -0.717 -2.613 0.950
C 4.244 -0.950 -0.587
C 0.875 4.995 1.993
C 0.812 -4.392 0.426
H -2.547 -1.522 -2.733
H 6.360 -0.119 -3.579
H 2.874 5.608 2.568
H -6.387 1.363 3.939
H -6.901 -0.448 2.301
H -1.193 0.345 -1.818
H 0.607 5.593 4.094
H 2.476 -3.031 2.007
H 4.287 -2.497 -6.467
H -2.735 -2.886 0.280
H 3.656 -2.880 0.147
H -2.822 3.652 3.351
H 2.672 -2.294 -1.202
H -4.686 -2.105 -1.634
H 1.147 7.196 4.193
H 1.317 -1.795 2.508
H -0.916 -1.656 1.419
H 1.838 6.940 2.037
H -4.859 3.189 4.687
H 4.926 -1.306 -1.357
H 2.126 -1.754 -5.527
H 1.800 -4.834 0.491
H 6.403 -1.672 -5.495
H 2.145 5.980 4.694
H -0.009 -6.048 -0.658
H 3.644 1.787 -2.497
H 2.079 -0.186 -3.620
H -2.278 -5.077 -0.769
H 4.818 -0.693 0.306
H 5.209 1.136 -1.986
*
```

***

5.
C3H4N2O2 in the gas phase, computed with ωB97M-V/def2-TZVPD.

Values from the calculation:
relative energy (zero: lowest compared OMol25 entry of this formula, charge and spin) = 122.9 kJ/mol
structure (SMILES) = Oc1c[nH]c(O)n1
LUMO energy = 0.773 eV

```
! wB97M-V def2-TZVPD RIJCOSX def2/J DEFGRID3
* xyz 0 1
O -1.020 -0.025 2.257
O 1.817 -0.909 -1.348
N 0.722 -0.545 0.718
N -0.465 -0.487 -1.160
C -1.364 -0.200 -0.122
C -0.594 -0.254 0.997
C 0.738 -0.669 -0.585
H -2.340 0.231 -0.287
H -0.694 -0.757 -2.103
H -0.236 0.083 2.808
H 2.584 -0.844 -0.760
*
```

***

6.
A 9-piece molecular cluster, C30H59NO12S4 overall at a distorted geometry, computed with ωB97M-V/def2-TZVPD.

Values from the calculation:
relative energy (zero: lowest compared OMol25 entry of this formula, charge and spin) = 0.0 kJ/mol
structure (SMILES) = O=S1(=O)CCCC1.O=S1(=O)CCCC1.O=S1(=O)CCCC1.O=S1(=O)CCCC1.CC(C)=O.CC(C)=O.CC(C)=O.CC(C)=O.CC#N
LUMO energy = 0.008 eV

```
! wB97M-V def2-TZVPD RIJCOSX def2/J DEFGRID3
* xyz 0 1
S 0.288 -1.904 -3.706
S -3.660 -3.237 -2.646
S 2.524 3.398 4.726
S -3.589 6.761 3.089
O -3.698 2.978 -4.367
O 3.784 2.927 5.256
O 3.197 -0.436 2.434
O 0.441 -3.215 2.442
O -0.138 -0.844 -2.816
O -4.178 6.498 4.379
O -4.358 -4.491 -2.874
O 2.105 4.774 4.924
O 4.980 -2.527 -0.152
O 0.360 -3.277 -3.259
O -2.991 -2.647 -3.784
O -3.275 8.116 2.708
N -1.602 1.465 0.333
C 1.786 -1.840 -5.864
C 0.580 -5.575 2.551
C 2.659 -2.680 -0.823
C -3.297 -2.944 -0.033
C 1.101 2.459 2.696
C -4.611 5.899 1.869
C 4.161 0.656 0.576
C 1.139 2.325 5.204
C 4.156 -2.946 -0.941
C 2.511 2.936 2.998
C -2.529 4.579 1.938
C -0.636 -1.834 -5.263
C -2.114 5.717 2.831
C 4.214 -0.181 1.819
C -0.241 -0.693 0.850
C -3.031 2.563 -3.446
C -3.675 5.044 0.999
C -1.907 1.574 -3.630
C 1.942 -1.477 -4.399
C -4.124 -1.731 -0.500
C 4.620 -3.858 -2.072
C -4.812 -1.998 -1.841
C -2.501 -3.375 -1.251
C 0.395 -1.337 -6.289
C 0.701 1.621 3.897
C 5.541 -0.680 2.298
C -3.335 3.014 -2.017
C 1.152 -4.169 2.657
C -0.992 0.516 0.556
C 2.546 -4.042 3.253
H 2.438 -2.514 0.228
H -2.027 -4.351 -1.252
H 1.243 -6.351 2.930
H -2.374 0.589 -3.514
H -1.548 5.538 3.737
H 4.502 0.058 -0.276
H -2.659 3.838 -1.785
H 3.221 -4.189 2.404
H -1.749 -2.607 -1.445
H 1.146 0.626 3.837
H 1.451 1.671 6.012
H 0.419 -0.247 -6.348
H -3.270 5.609 0.160
H 4.740 -3.322 -3.013
H -1.151 1.649 -2.850
H 2.031 -0.388 -4.341
H 5.867 -0.123 3.177
H 2.163 -3.551 -1.255
H -3.428 -0.900 -0.640
H -0.581 -1.469 0.164
H 3.174 2.075 2.931
H -0.337 -1.053 1.869
H 0.815 -0.554 0.620
H -2.644 -2.622 0.777
H -0.923 -2.849 -5.511
H 4.806 1.529 0.676
H 1.094 1.892 1.768
H -4.837 -1.431 0.268
H 2.671 -4.810 4.009
H -2.945 3.719 2.472
H -1.709 4.173 1.348
H 2.692 -1.902 -3.739
H 6.278 -0.454 1.523
H -3.928 -3.749 0.346
H 2.312 -1.859 -1.453
H 5.581 -4.237 -1.726
H -5.184 6.662 1.340
H -4.657 -1.147 -2.501
H 3.148 0.935 0.286
H -5.336 5.349 2.466
H -0.317 -5.535 3.170
H 0.311 -5.887 1.541
H -5.832 -2.360 -1.858
H -1.431 -1.112 -5.124
H -0.380 1.475 3.930
H 1.815 -2.933 -5.940
H -1.521 6.388 2.198
H 0.424 3.306 2.565
H 2.680 -3.033 3.635
H -4.234 4.199 0.606
H -3.373 2.150 -1.366
H 5.526 -1.752 2.464
H 2.944 3.738 2.402
H 2.581 -1.446 -6.494
H 0.179 -1.702 -7.292
H -1.430 1.627 -4.606
H 3.946 -4.700 -2.225
H -4.291 3.525 -2.154
H 0.306 2.942 5.535
*
```

***

Among the records above, which one has the lowest relative energy (zero: lowest compared OMol25 entry of this formula, charge and spin)? C30H59NO12S4

***

What is the formula in the second record? C3H8NOS